<a>
This record from OMol25 describes a 2-piece molecular cluster, C7H15N3O overall. The level of theory is ωB97M-V/def2-TZVPD.

Each atom is followed by the atoms it is bonded to, with distances in Å.
Atoms and positions in Å:
1 C -1.1253 2.0290 -2.0985  H2 1.045, C19 1.501, H22 1.095, H26 1.096
2 H -0.1773 2.1655 -2.5162  C1 1.045
3 H -0.9490 3.5921 0.6817  O14 0.989
4 N 0.3679 -0.4004 -0.4572  C17 1.428, N20 1.245
5 H -1.5726 1.0752 1.2143  C7 1.050
6 H -2.3007 0.5375 -0.2808  C7 1.087
7 C -1.4877 1.1019 0.1677  H5 1.050, H6 1.087, C19 1.377
8 H 1.6518 1.4017 0.7966  C10 1.101
9 H -1.5472 -3.0717 0.2814  N13 1.066
10 C 2.1603 0.4307 0.6900  H8 1.101, H11 1.066, N20 1.423, H24 1.042
11 H 2.7773 0.2183 1.5330  C10 1.066
12 H -0.3528 -2.8684 2.3273  C25 1.064
13 N -0.6395 -2.5138 0.2627  H9 1.066, C17 1.533, C25 1.310
14 O -0.5185 3.2257 -0.1297  H3 0.989, C19 1.286
15 H -1.1337 -1.4560 -1.4751  C17 1.060
16 H 0.5654 -2.0811 -1.4057  C17 1.066
17 C -0.2494 -1.6059 -0.9096  N4 1.428, N13 1.533, H15 1.060, H16 1.066
18 H 1.4803 -1.3618 2.4302  C21 1.077
19 C -1.0390 2.1500 -0.6046  C1 1.501, C7 1.377, O14 1.286
20 N 1.1384 -0.5435 0.5098  N4 1.245, C10 1.423, C21 1.495
21 C 1.2584 -1.7111 1.4361  H18 1.077, N20 1.495, H23 1.113, C25 1.487
22 H -1.6368 1.0988 -2.3668  C1 1.095
23 H 2.1692 -2.3176 1.2312  C21 1.113
24 H 2.7414 0.5505 -0.1667  C10 1.042
25 C 0.0323 -2.5517 1.3871  H12 1.064, N13 1.310, C21 1.487
26 H -1.6132 2.9061 -2.5381  C1 1.096

E_LUMO (spin up / spin down) ... -9.325 / -9.281 eV
Net charge ... +2
Frontier orbital gap (spin up / spin down) ... 6.642 / 6.764 eV

These are the Mulliken partial charges, in e, on atoms 1 to 2:
1. C -1.172
2. H 0.360

<b>
This record from OMol25 describes a 2-piece molecular cluster, C7H15N3O overall. The level of theory is ωB97M-V/def2-TZVPD.

Each atom is followed by the atoms it is bonded to, with distances in Å.
Atoms and positions in Å:
1 C 0.3342 1.7129 -1.1020  H3 1.084, H7 1.121, N22 1.411, C26 1.405
2 H 2.6538 0.5071 -0.5398  C25 1.069
3 H 1.1125 2.4672 -1.1223  C1 1.084
4 H -1.4549 2.8513 -1.8374  C26 1.107
5 H 1.7785 -2.0463 0.8283  C24 1.056
6 H -2.9005 1.9617 -0.4569  N11 0.994
7 H 0.6159 1.0830 -1.9855  C1 1.121
8 H 2.8931 1.5244 0.7802  C25 1.145
9 H 0.8813 -1.7374 2.3654  C24 1.048
10 C -1.5689 0.8645 0.8047  N11 1.457, N18 1.424, H21 1.100, H23 1.037
11 N -1.9561 1.6748 -0.3425  H6 0.994, C10 1.457, C26 1.314
12 C 0.0030 -2.0240 -1.0365  H13 1.100, C15 1.465, H19 1.161, H20 1.101
13 H 1.0289 -1.6804 -1.2362  C12 1.100
14 H 2.1950 -0.1369 0.8314  C25 1.051
15 C -0.1462 -2.0255 0.4205  C12 1.465, O16 1.319, C24 1.364
16 O -1.4152 -1.9303 0.7659  C15 1.319, H17 1.036
17 H -1.6401 -2.2285 1.7317  O16 1.036
18 N -0.1825 0.5771 0.9566  C10 1.424, N22 1.308
19 H -0.1548 -3.1382 -1.3225  C12 1.161
20 H -0.7645 -1.3886 -1.5044  C12 1.101
21 H -2.0465 -0.1237 0.7326  C10 1.100
22 N 0.6764 0.9922 0.0619  C1 1.411, N18 1.308, C25 1.492
23 H -1.9119 1.2674 1.6969  C10 1.037
24 C 0.8612 -1.9026 1.3311  H5 1.056, H9 1.048, C15 1.364
25 C 2.1271 0.7927 0.3455  H2 1.069, H8 1.145, H14 1.051, N22 1.492
26 C -1.0189 2.0862 -1.1666  C1 1.405, H4 1.107, N11 1.314

E_LUMO (spin up / spin down) ... -10.027 / -10.007 eV
Net charge ... +2
Frontier orbital gap (spin up / spin down) ... 5.935 / 5.978 eV

These are the Mulliken partial charges, in e, on atoms 1 to 2:
1. C -0.365
2. H 0.407

Stability check: which of them is most stable? <a>.

<a>
This record from OMol25 describes a 2-piece molecular cluster, C2H3BrO overall. The level of theory is ωB97M-V/def2-TZVPD.

Each atom is followed by the atoms it is bonded to, with distances in Å.
Atoms and positions in Å:
1 C 0.2526 0.1618 -0.4707  Br3 1.906, H4 1.100, C7 1.442
2 H -1.4013 -0.4935 0.8144  C7 1.181
3 Br -0.7600 -0.7645 -1.7936  C1 1.906
4 H 1.0741 0.7442 -0.9133  C1 1.100
5 O -0.1885 1.1221 1.5837  C7 1.230
6 H 1.5253 -1.0401 0.0260  no bonds
7 C -0.5022 0.2700 0.7535  C1 1.442, H2 1.181, O5 1.230

E_LUMO ... -1.152 eV
Net charge ... 0
Frontier orbital gap ... 8.803 eV

These are the Mulliken partial charges, in e, on atoms 1 to 2:
1. C -0.427
2. H 0.253

<b>
This record from OMol25 describes one molecule with the formula C2H3BrO. The level of theory is ωB97M-V/def2-TZVPD.

Each atom is followed by the atoms it is bonded to, with distances in Å.
Atoms and positions in Å:
1 H 0.5643 0.2042 1.5883  C2 1.094
2 C 0.8797 0.0986 0.5458  H1 1.094, H3 1.043, C6 1.296
3 H 1.8548 -0.2714 0.5733  C2 1.043
4 Br -2.7362 -0.1320 0.1427  O7 1.840
5 H 0.5543 -0.2942 -1.5301  C6 1.124
6 C 0.1471 -0.0366 -0.5142  C2 1.296, H5 1.124, O7 1.515
7 O -1.2639 0.4314 -0.8058  Br4 1.840, C6 1.515

E_LUMO ... -0.454 eV
Net charge ... 0
Frontier orbital gap ... 9.325 eV

These are the Mulliken partial charges, in e, on atoms 1 to 2:
1. H 0.251
2. C -0.559

Stability check: which of them is most stable? <b>.

<a>
This record from OMol25 describes a 3-piece molecular cluster, C4H17N2O2 overall. The level of theory is ωB97M-V/def2-TZVPD.

Each atom is followed by the atoms it is bonded to, with distances in Å.
Atoms and positions in Å:
1 O -2.1644 2.7736 1.0403  H6 0.984, H8 0.958
2 H 0.3927 0.4796 0.7834  C22 1.116
3 C 1.1536 -2.0616 -1.3924  H19 1.079, C21 1.617, H23 1.131, C24 1.495
4 H 2.9849 -2.9402 -0.6167  C24 1.104
5 H -3.6728 5.1868 2.7017  O13 0.965
6 H -2.2951 3.5869 1.5778  O1 0.984
7 H 0.5747 2.1608 -0.8636  N12 1.012
8 H -2.1816 1.9118 1.4574  O1 0.958
9 H -3.4301 3.9569 3.6028  O13 0.966
10 H 0.3560 -4.0433 0.1165  N15 1.003
11 H -0.6227 1.4471 -1.7727  N12 1.020
12 N -0.2052 1.5157 -0.8451  H7 1.012, H11 1.020, H20 1.055, C22 1.558
13 O -3.0151 4.5208 2.9375  H5 0.965, H9 0.966
14 H 2.3800 -3.9176 -1.6579  C24 1.160
15 N 1.3549 -3.9984 0.1985  H10 1.003, H17 1.009, C24 1.436
16 H -0.8220 -0.3770 -0.2295  C22 1.081
17 H 1.7597 -3.8202 1.1053  N15 1.009
18 H 2.1676 -0.4985 -0.1442  C21 1.091
19 H 0.0852 -2.1941 -1.3198  C3 1.079
20 H -1.0511 1.9093 -0.3531  N12 1.055
21 C 1.3669 -0.5413 -0.8839  C3 1.617, H18 1.091, C22 1.537, H25 1.092
22 C 0.1377 0.1206 -0.2420  H2 1.116, N12 1.558, H16 1.081, C21 1.537
23 H 1.2277 -1.9120 -2.5110  C3 1.131
24 C 1.9409 -3.2109 -0.8503  C3 1.495, H4 1.104, H14 1.160, N15 1.436
25 H 1.5776 -0.0548 -1.8389  C21 1.092

E_LUMO ... -3.132 eV
Net charge ... +1
Frontier orbital gap ... 8.537 eV

These are the Mulliken partial charges, in e, on atoms 1 to 2:
1. O -0.709
2. H 0.296

<b>
This record from OMol25 describes a 3-piece molecular cluster, C4H17N2O2 overall. The level of theory is ωB97M-V/def2-TZVPD.

Each atom is followed by the atoms it is bonded to, with distances in Å.
Atoms and positions in Å:
1 H 2.6498 -1.5274 0.5848  C11 1.106
2 H 0.6710 1.5153 1.1887  N19 1.015
3 H 1.5570 0.6055 -0.4279  N20 1.023
4 O 2.1380 -1.0111 -3.1941  H8 0.973, H17 0.963
5 H -1.0230 2.7514 2.1003  C16 1.094
6 H -3.5690 -1.5664 1.8239  O10 0.958
7 H -2.6033 -2.5202 1.3336  O10 0.977
8 H 1.4991 -0.5871 -3.7937  O4 0.973
9 H -0.4091 -0.1164 -1.7344  C21 1.077
10 O -2.6586 -1.5644 1.5272  H6 0.958, H7 0.977
11 C 1.5876 -1.2311 0.6748  H1 1.106, H18 1.094, N20 1.498, H24 1.075
12 H -1.2346 0.0831 1.2341  C14 1.103
13 H -0.6359 -1.4320 -0.5712  C21 1.097
14 C -0.8687 0.5621 0.3109  H12 1.103, H15 1.110, N19 1.461, C21 1.553
15 H -1.8058 0.9313 -0.1560  C14 1.110
16 C -0.8009 2.9028 1.0393  H5 1.094, N19 1.480, H23 1.090, H25 1.093
17 H 2.1205 -1.9457 -3.4274  O4 0.963
18 H 1.1704 -2.2416 0.6316  C11 1.094
19 N -0.0413 1.7506 0.5043  H2 1.015, C14 1.461, C16 1.480
20 N 1.2650 -0.3715 -0.5085  H3 1.023, C11 1.498, C21 1.519, H22 1.037
21 C -0.2396 -0.4193 -0.7149  H9 1.077, H13 1.097, C14 1.553, N20 1.519
22 H 1.6677 -0.7860 -1.3692  N20 1.037
23 H -0.1138 3.7485 1.0029  C16 1.090
24 H 1.2855 -0.7284 1.5762  C11 1.075
25 H -1.6081 3.1978 0.3646  C16 1.093

E_LUMO ... -2.810 eV
Net charge ... +1
Frontier orbital gap ... 10.011 eV

These are the Mulliken partial charges, in e, on atoms 1 to 2:
1. H 0.378
2. H 0.242

Stability check: which of them is most stable? <b>.